#A
Here is the ion C3H9N2O with charge +1 from OMol25. Energies are from ωB97M-V/def2-TZVPD.

Structure (ORCA input):
```
! wB97M-V def2-TZVPD RIJCOSX def2/J DEFGRID3
* xyz 1 1
C 0.63939 0.48497 0.21056
C 1.62608 -1.61146 -0.42596
C -0.54001 1.33129 0.65673
N 0.46119 -0.72934 -0.20505
N -1.74061 0.85759 -0.11342
O -0.69610 -1.23640 -0.39356
H 1.74479 0.77700 0.32181
H 1.31439 -2.70405 -0.61540
H 2.04870 -1.23999 -1.31017
H 2.19302 -1.51037 0.40362
H -0.36915 2.51581 0.52748
H -0.85988 1.19502 1.64387
H -1.50123 -0.56047 -0.10068
H -1.74317 1.38774 -0.98373
H -2.57740 1.04267 0.38393
*
```

Output
SMILES = C/[N+](O)=C/CN
LUMO level = -4.25 eV
HOMO-LUMO gap = 0.3937 Ha

Atom charges from the Mulliken analysis, given in e for atoms 1 to 2: 0.04 -0.95

---

#B
Here is the ion C3H9N2O with charge +1 from OMol25. Energies are from ωB97M-V/def2-TZVPD.

Structure (ORCA input):
```
! wB97M-V def2-TZVPD RIJCOSX def2/J DEFGRID3
* xyz 1 1
C 0.37419 -1.14067 0.72439
C 0.18154 1.30199 0.66164
C -1.11257 0.21944 -0.93846
N -2.25966 -0.32538 0.02551
N 0.13794 0.10882 -0.10867
O -3.36341 -0.18199 -0.29978
H -0.48729 -1.65025 1.18511
H 0.87196 -1.95763 0.13988
H 1.06738 -0.78285 1.44427
H 1.20396 1.35707 1.06307
H 0.08016 2.17298 0.07034
H -0.54748 1.23113 1.52039
H -1.01367 -0.56173 -1.68347
H -1.41835 1.13302 -1.32685
H 0.89550 0.05860 -0.80292
*
```

Output
SMILES = C[NH+](C)CN=O
LUMO level = -4.46 eV
HOMO-LUMO gap = 0.3382 Ha

Atom charges from the Mulliken analysis, given in e for atoms 1 to 2: -0.79 -0.95

---

#C
Here is the ion C3H9N2O with charge +1 from OMol25. Energies are from ωB97M-V/def2-TZVPD.

Structure (ORCA input):
```
! wB97M-V def2-TZVPD RIJCOSX def2/J DEFGRID3
* xyz 1 1
C 0.99883 -0.24885 -1.02597
C 0.24108 0.10602 1.10875
C -0.89331 0.08488 -0.00317
N -1.68609 -1.02898 -0.01519
N 1.44035 0.44105 0.24637
O -1.11916 1.35053 -0.23140
H 1.36795 -1.16348 -1.25612
H 1.18731 0.45555 -1.94891
H 0.11772 0.78709 1.83337
H 0.19168 -0.92608 1.62604
H -1.21423 -1.93135 -0.14568
H -2.46902 -0.89280 -0.61317
H 2.27563 0.09039 0.77287
H 1.50663 1.41636 0.30463
H -1.94537 1.45966 -0.65241
*
```

Output
LUMO level = -3.16 eV
HOMO-LUMO gap = 0.3438 Ha

Atom charges from the Mulliken analysis, given in e for atoms 1 to 2: -0.81 -0.78

---

Bottom line: #A, by a margin of 45.3 kJ/mol.

---

#A
Here is the ion C3H9N2O with charge +1 from OMol25. Energies are from ωB97M-V/def2-TZVPD.

Structure (ORCA input):
```
! wB97M-V def2-TZVPD RIJCOSX def2/J DEFGRID3
* xyz 1 1
C -1.66434 0.49348 0.56966
C 0.07330 0.55376 0.56178
C 1.57871 -0.98032 -0.70294
N -2.42438 1.57761 0.32411
N 0.69084 -0.78495 0.50689
O -0.82960 0.67299 1.66321
H -2.16758 -0.53601 0.33926
H 0.72487 1.50914 0.51991
H 1.06852 -0.79939 -1.65578
H 2.50183 -0.40299 -0.56739
H 1.98772 -2.01547 -0.80952
H -3.13548 1.47914 -0.46130
H -1.91929 2.42157 0.51602
H 1.41783 -0.60017 1.18356
H 0.03347 -1.43222 0.83963
*
```

Output
SMILES = C[NH2+][C@@H]1O[C@H]1N
LUMO level = -3.25 eV
HOMO-LUMO gap = 0.3605 Ha

Atom charges from the Mulliken analysis, given in e for atoms 1 to 2: 0.12 -0.32

---

#B
Here is a cluster of 2 separate species, C3H9N2O in total from OMol25. Energies are from ωB97M-V/def2-TZVPD.

Structure (ORCA input):
```
! wB97M-V def2-TZVPD RIJCOSX def2/J DEFGRID3
* xyz 1 1
C -0.67736 0.69785 -1.00190
C -0.55880 0.24833 2.08039
C 1.71778 -0.80565 -1.34813
N -0.26427 -0.54954 0.95495
N -0.07218 -0.23658 -0.29191
O -1.83077 1.17869 -0.73710
H -0.18137 0.91400 -1.95523
H -0.03467 -0.11335 2.97564
H -0.09414 1.22844 2.00437
H -1.57020 0.11647 2.38209
H 2.74631 -0.48702 -1.08169
H 1.39403 -0.38462 -2.29995
H 1.68576 -1.88625 -1.30003
H -0.07946 -1.46680 1.08728
H -2.18065 1.54602 -1.46878
*
```

Output
LUMO level (spin up / spin down) = -5.14 / -5.13 eV
HOMO-LUMO gap (spin up / spin down) = 0.2924 / 0.2926 Ha

Atom charges from the Mulliken analysis, given in e for atoms 1 to 2: 0.27 -0.88

---

Bottom line: #A, by a margin of 157.2 kJ/mol.

---

#A
Here is a cluster of 3 separate species, C4H14O3 in total from OMol25. Energies are from ωB97M-V/def2-TZVPD.

Structure (ORCA input):
```
! wB97M-V def2-TZVPD RIJCOSX def2/J DEFGRID3
* xyz 0 1
C -1.40072 0.49968 0.75842
O -1.70677 1.48960 -0.23702
C -0.02396 -0.06648 0.48676
C 1.00988 0.22639 1.55351
C 2.38351 -0.47011 1.39178
H -1.46314 0.98789 1.73772
H -2.19098 -0.25429 0.72795
H -2.33770 2.12410 0.11388
H 0.27170 0.41289 -0.45618
H -0.05189 -1.09816 0.10570
H 0.67227 0.05696 2.57316
H 1.27808 1.28236 1.46354
H 2.60587 -0.83079 0.37940
H 2.42076 -1.45114 1.89078
H 3.15249 0.15604 1.84430
H 3.32002 -0.50781 -2.00435
H 2.21955 0.33367 -1.21904
O 2.45591 -0.09310 -2.04478
H -3.33839 -0.95740 -0.89689
H -2.56718 -0.89080 -2.23294
O -2.67470 -1.40731 -1.42487
*
```

Output
SMILES = CCCCO.O.O
LUMO level = 0.77 eV
HOMO-LUMO gap = 0.4061 Ha

Atom charges from the Mulliken analysis, given in e for atoms 1 to 2: -0.54 -0.56

---

#B
Here is a cluster of 3 separate species, C4H14O3 in total from OMol25. Energies are from ωB97M-V/def2-TZVPD.

Structure (ORCA input):
```
! wB97M-V def2-TZVPD RIJCOSX def2/J DEFGRID3
* xyz 0 1
C 1.78386 -1.31565 -0.74162
C 0.72525 -0.68229 0.16206
C 0.99246 0.77290 0.46022
C -0.07799 1.35241 1.38549
O 0.94905 1.51343 -0.78021
H 2.78234 -1.21601 -0.32041
H 1.72738 -0.83721 -1.71291
H 1.63100 -2.38430 -0.88798
H -0.26672 -0.78775 -0.26611
H 0.71597 -1.23476 1.09931
H 1.96398 0.95179 0.92813
H 0.20690 2.35230 1.69030
H -1.04282 1.36331 0.89282
H -0.13775 0.70378 2.25850
H 1.83134 1.83204 -1.02892
H -0.70933 0.57168 -1.66391
H -2.08213 1.14706 -1.53022
O -1.63922 0.29470 -1.63153
H -3.68465 -1.97872 0.77618
H -2.63155 -1.14004 0.02299
O -3.03739 -1.27867 0.88781
*
```

Output
SMILES = CC[C@H](C)O.O.O
LUMO level = 0.72 eV
HOMO-LUMO gap = 0.4127 Ha

Atom charges from the Mulliken analysis, given in e for atoms 1 to 2: -1.45 -0.02

---

Bottom line: #B, by a margin of 91.8 kJ/mol.

---

#A
Here is a cluster of 4 separate species, C4H14O3 in total from OMol25. Energies are from ωB97M-V/def2-TZVPD.

Structure (ORCA input):
```
! wB97M-V def2-TZVPD RIJCOSX def2/J DEFGRID3
* xyz 0 1
C 0.79543 2.45769 0.95270
C 0.83926 1.51944 -0.30103
C 1.21267 0.08024 0.08810
C 2.19790 -0.55003 -0.58240
H -0.30240 2.64576 1.10372
H 1.35419 3.35865 0.64716
H 1.14564 1.99563 1.87977
H -0.15854 1.53615 -0.72627
H 1.55451 1.95781 -0.96995
H 0.66132 -0.35968 0.92425
H 2.65556 -1.45193 -0.13170
H 2.40796 -0.36741 -1.63770
H -0.94244 -0.40637 -3.74003
H -1.93761 -1.54026 -4.07004
O -1.12922 -1.11502 -4.36111
H -1.99566 0.63266 0.25149
H -1.86190 -0.76033 1.00049
O -2.40826 0.01148 0.85117
H -1.82201 -3.74705 3.16791
H -0.65923 -3.04344 2.79845
O -1.60718 -2.85399 2.85503
*
```

Output
SMILES = C=CCC.O.O.O
LUMO level = 0.46 eV
HOMO-LUMO gap = 0.3677 Ha

Atom charges from the Mulliken analysis, given in e for atoms 1 to 2: -0.90 -0.49

---

#B
Here is a cluster of 4 separate species, C4H14O3 in total from OMol25. Energies are from ωB97M-V/def2-TZVPD.

Structure (ORCA input):
```
! wB97M-V def2-TZVPD RIJCOSX def2/J DEFGRID3
* xyz 0 1
C 1.38491 -1.47510 -1.23489
C 0.01539 -1.22449 -0.67999
C -0.90822 -0.55756 -1.36418
C -2.26672 -0.17006 -0.88780
H 1.45805 -1.08091 -2.24785
H 2.16489 -0.99972 -0.63314
H 1.66792 -2.52291 -1.25990
H -0.19861 -1.72869 0.26045
H -0.62440 -0.38899 -2.40228
H -2.37620 -0.26607 0.18775
H -2.52106 0.84462 -1.18849
H -3.04594 -0.77539 -1.34514
H -0.12540 1.38235 0.74682
H 0.18229 1.48269 -0.73479
O 0.33502 1.93901 0.10417
H 2.76468 0.13878 1.77443
H 1.82211 1.10781 1.06908
O 2.04289 0.75137 1.94298
H -0.73931 1.90903 2.38547
H -0.08436 0.63781 2.88009
O -0.94792 0.99641 2.62720
*
```

Output
SMILES = C/C=C/C.O.O.O
LUMO level = 0.73 eV
HOMO-LUMO gap = 0.3753 Ha

Atom charges from the Mulliken analysis, given in e for atoms 1 to 2: -1.12 0.43

---

Bottom line: #B, by a margin of 126.4 kJ/mol.

---

#A
Here is a cluster of 2 separate species, C12H20O in total from OMol25. Energies are from ωB97M-V/def2-TZVPD.

Structure (ORCA input):
```
! wB97M-V def2-TZVPD RIJCOSX def2/J DEFGRID3
* xyz 0 1
C -0.64710 -2.34226 -2.20720
C -0.19555 -1.34798 -3.30543
C -1.32129 -3.51689 -2.87668
C 0.57319 -2.66488 -1.36297
H -1.30510 -1.71169 -1.61263
H 0.55979 -1.79529 -3.94818
H -0.58141 -4.10104 -3.41414
H -1.69220 -4.21348 -2.12577
H -2.13144 -3.20181 -3.52051
H 0.33544 -3.27349 -0.48411
H 1.36007 -3.17698 -1.92314
H 1.04689 -1.74608 -1.00312
H 0.14614 -0.40239 -2.89768
H -1.03543 -1.10957 -3.95167
C 1.47673 2.58321 3.17967
C 2.42135 3.58723 2.50702
C 0.51995 1.83758 2.27656
C 0.69766 1.75048 0.89085
C -0.65700 1.33698 2.81103
C -0.26081 1.13656 0.11167
C -1.59280 0.67483 2.03601
C -1.41059 0.60249 0.67021
O -2.20490 -0.08646 -0.19263
H 2.07279 1.86345 3.73455
H 0.90678 3.11849 3.93091
H 1.94790 3.97847 1.60759
H 1.59380 2.10758 0.39626
H -0.81660 1.50640 3.86969
H -0.17383 1.14302 -0.96683
H -2.45698 0.21846 2.51689
H -3.11462 -0.26517 0.04963
H 3.27972 3.08099 2.06441
H 2.65947 4.42923 3.13973
*
```

Output
SMILES = CCc1ccc(O)cc1.CC(C)C
LUMO level = 0.76 eV
HOMO-LUMO gap = 0.3379 Ha

Atom charges from the Mulliken analysis, given in e for atoms 1 to 2: 1.32 -1.44

---

#B
Here is a cluster of 2 separate species, C12H20O in total from OMol25. Energies are from ωB97M-V/def2-TZVPD.

Structure (ORCA input):
```
! wB97M-V def2-TZVPD RIJCOSX def2/J DEFGRID3
* xyz 0 1
C -0.42564 0.35377 0.81104
C -1.84603 -0.14276 0.53947
C -0.24233 1.80677 1.17678
C 1.02161 2.30070 1.45458
C -1.28634 2.76001 1.23154
C 1.31463 3.62426 1.74970
C -0.99992 4.10782 1.40728
C 0.29777 4.56394 1.68434
O 0.44182 5.88879 1.85890
H 0.02294 -0.25367 1.66497
H 0.22517 0.13243 -0.05454
H -2.53590 -0.25247 1.37666
H 1.82970 1.58838 1.32095
H -2.30669 2.52699 0.98270
H 2.33835 3.93887 1.91776
H -1.85598 4.76681 1.25256
H 1.34014 6.08485 2.15221
H -1.73837 -1.10448 -0.00353
H -2.28500 0.51731 -0.21909
C 0.45869 -2.63432 -1.48366
C -0.92620 -3.14010 -1.09223
C 1.52216 -3.46016 -0.77126
C 0.75309 -2.79081 -2.99500
H 0.57688 -1.54486 -1.32530
H -0.77083 -3.53387 -0.07181
H -1.15496 -4.05423 -1.63809
H 1.49231 -4.49812 -1.14129
H 2.59913 -3.21594 -0.91299
H 1.36361 -3.51735 0.31502
H 0.01949 -2.24483 -3.60272
H 1.76553 -2.40952 -3.20880
H 0.65398 -3.83269 -3.33380
H -1.66283 -2.33150 -1.04235
*
```

Output
SMILES = CCc1ccc(O)cc1.CC(C)C
LUMO level = 0.87 eV
HOMO-LUMO gap = 0.3350 Ha

Atom charges from the Mulliken analysis, given in e for atoms 1 to 2: 0.22 -0.74

---

Bottom line: #A, by a margin of 41.0 kJ/mol.

---

#A
Here is a cluster of 2 separate species, CH3O3S2 in total from OMol25. Energies are from ωB97M-V/def2-TZVPD.

Structure (ORCA input):
```
! wB97M-V def2-TZVPD RIJCOSX def2/J DEFGRID3
* xyz -1 1
C 1.05483 -0.81644 -1.60137
O 0.38063 -0.35407 1.72583
O -2.11298 -0.33817 0.73725
O -0.46424 -1.99687 0.05854
S 0.19006 0.21073 -2.49720
S -0.72413 -1.26520 1.34574
H 1.34385 -0.63759 -0.49155
H 1.51925 -1.74749 -2.02986
H -2.05787 0.20162 -0.01758
*
```

Output
LUMO level = 3.43 eV
HOMO-LUMO gap = 0.2859 Ha

Atom charges from the Mulliken analysis, given in e for atoms 1 to 2: -0.17 -0.59

---

#B
Here is a structure of composition CH3O3S2 from OMol25. Energies are from ωB97M-V/def2-TZVPD.

Structure (ORCA input):
```
! wB97M-V def2-TZVPD RIJCOSX def2/J DEFGRID3
* xyz -1 1
C 1.09189 -0.00669 -0.69206
O -1.40351 1.17728 -0.21854
O -1.06886 0.43399 2.05418
O -1.77915 -1.16101 0.23012
S 2.59987 -0.75506 -0.44910
S -1.16809 0.05335 0.67147
H 0.44985 -0.36249 0.28665
H 0.24738 -0.46441 -1.27287
H 1.03063 1.08503 -0.60985
*
```

Output
LUMO level (spin up / spin down) = 3.07 / 3.07 eV
HOMO-LUMO gap (spin up / spin down) = 0.2624 / 0.2624 Ha

Atom charges from the Mulliken analysis, given in e for atoms 1 to 2: -0.60 -0.55

---

Bottom line: #A, by a margin of 55.2 kJ/mol.